[1]
One molecule with the formula C4H6N2O, computed with ωB97M-V/def2-TZVPD.

Geometry as XYZ:
```
13
Properties=species:S:1:pos:R:3:forces:R:3
C -2.22977 0.23280 0.19829 -0.2 0.2 -0.1
O -1.20957 -0.63869 0.64502 0.1 0.0 0.1
C -0.01095 -0.48997 -0.00158 0.0 -0.1 0.1
N 0.49171 0.89815 -0.08075 0.3 -0.2 0.1
N 1.73841 0.69726 -0.08573 -0.1 0.1 0.0
C 2.16847 -0.62349 0.08220 0.0 -0.2 0.0
C 1.09162 -1.46709 0.24163 0.1 0.4 -0.1
H -3.16316 -0.14056 0.62354 0.1 0.1 -0.1
H -2.05632 1.26062 0.53727 0.0 -0.1 -0.1
H -2.30440 0.23261 -0.89925 0.0 0.0 0.2
H 2.34427 1.49800 -0.26016 -0.1 -0.1 0.1
H 3.23798 -0.79674 0.10870 -0.2 0.0 0.0
H -0.09829 -0.66287 -1.10917 0.0 -0.1 -0.1
```
Positions in Å, forces in eV/Å.

The calculation puts the HOMO energy at -8.4034 eV. The calculation puts the HOMO-LUMO gap at 8.0 eV.

Results of the natural (NBO) charge analysis, in e, for atoms 1 through 2: C -0.255; O -0.490

[2]
C16H15F5IrS as an isolated structure in a non-equilibrium geometry, computed with ωB97M-V/def2-TZVPD.

Geometry as XYZ:
```
38
Properties=species:S:1:pos:R:3:forces:R:3
Ir 0.13443 -0.06774 -0.18786 1.3 0.6 0.3
C 1.68072 -0.22769 -1.78094 0.0 -0.1 0.4
C 1.10196 1.09168 -1.82270 0.0 0.1 0.4
C -0.30403 0.95580 -2.01505 -1.0 -0.5 -0.5
C -0.61103 -0.45491 -2.07326 0.0 0.0 -1.7
C 0.62841 -1.18211 -1.94720 -0.9 -0.5 -0.3
C 0.77236 -2.65709 -2.09478 0.4 0.0 0.2
C -1.95219 -1.01148 -2.40443 -0.1 0.0 0.2
C -1.31934 2.02440 -2.26095 0.2 0.2 0.3
C 1.82690 2.38085 -1.75310 -0.1 0.2 0.1
C 3.11617 -0.57075 -1.67833 0.1 -0.2 0.1
H 1.35988 -2.86755 -2.99244 0.0 0.0 0.0
H -0.18682 -3.15500 -2.19010 0.0 0.0 0.0
H 1.31399 -3.09663 -1.25546 0.0 0.0 0.0
H -2.21618 -0.75203 -3.43313 0.1 0.0 0.0
H -2.72595 -0.58353 -1.76284 0.0 0.0 0.0
H -1.98275 -2.09373 -2.31417 0.0 0.0 0.0
H -1.78971 2.36332 -1.33552 0.0 0.0 0.0
H -2.10786 1.65641 -2.91478 0.0 0.0 0.0
H -0.85817 2.89630 -2.72369 0.0 0.0 0.0
H 1.73274 2.87694 -2.72491 0.0 -0.1 0.0
H 2.88233 2.26495 -1.52623 0.0 0.0 0.0
H 1.37280 3.04879 -1.01861 0.0 0.0 0.0
H 3.28184 -1.35823 -0.94087 0.0 0.0 0.0
H 3.74644 0.28133 -1.44224 0.0 0.0 0.0
H 3.43237 -0.98034 -2.64405 0.0 0.1 0.0
F -2.58622 -0.37913 6.43594 -0.1 0.0 0.2
C -1.84362 -0.22841 5.40063 0.1 0.0 -0.2
C -1.32276 -1.37644 4.75791 -0.1 0.1 0.1
F -1.60496 -2.55530 5.24398 0.0 -0.1 0.0
C -0.54764 -1.21170 3.65087 -0.1 0.2 -0.1
F -0.06026 -2.25869 3.03456 0.1 -0.2 -0.1
C -0.24850 0.09006 3.14226 0.0 -0.1 0.0
S 0.91637 0.32125 1.91092 0.1 0.2 0.4
C -0.80165 1.22453 3.81913 0.1 -0.2 0.0
F -0.54779 2.42039 3.35867 0.1 0.2 -0.1
C -1.58271 1.07567 4.92555 0.0 -0.1 0.1
F -2.09958 2.09582 5.55719 0.0 0.1 0.0
```
Positions in Å, forces in eV/Å.

The calculation puts the HOMO energy (alpha / beta) at -16.1620 / -16.3926 eV. The calculation puts the HOMO-LUMO gap (alpha / beta) at 7.5 / 5.9 eV. Its expectation value of S² is 0.772. The charge is +2. Its spin multiplicity is 2.

Results of the natural (NBO) charge analysis, in e, for atoms 1 through 2: Ir 0.619; C 0.081

[3]
A 2-piece molecular cluster, C11H23N2O12P overall in a non-equilibrium geometry, computed with ωB97M-V/def2-TZVPD.

Geometry as XYZ:
```
49
Properties=species:S:1:pos:R:3:forces:R:3
O 5.32948 1.55809 2.37085 0.4 0.6 -1.2
C 5.41282 1.83406 1.18290 -0.3 -0.8 1.5
O 6.35159 2.66506 0.67359 -1.0 -0.6 0.1
C 4.44682 1.13280 0.21780 0.4 0.2 0.2
O 4.33968 -0.27131 0.54762 0.3 1.0 -0.1
C 3.03544 1.74407 0.28331 -0.7 0.3 0.2
O 3.05844 3.17644 0.43590 0.2 -0.2 0.2
C 2.27341 1.41078 -1.01264 0.1 0.6 0.1
O 2.66785 2.38249 -1.99300 -0.1 -0.4 0.1
C 0.74743 1.44267 -0.79517 0.4 0.3 -0.7
O 0.33747 2.76003 -0.39027 -0.1 -0.3 -0.3
C -0.00013 1.03257 -2.08050 -0.3 1.1 0.5
O 0.49789 -0.21040 -2.60682 -1.3 -1.7 -0.5
P -0.38243 -1.50453 -2.19714 0.4 1.3 2.3
O -0.47068 -1.64817 -0.72955 0.4 0.4 0.6
O 0.32757 -2.79282 -2.75597 0.1 0.7 -1.1
O -1.85747 -1.42133 -2.73732 0.7 0.0 -1.4
H 6.84776 2.98891 1.44055 0.1 0.1 0.0
H 4.84824 1.25126 -0.79364 -0.1 -0.4 0.0
H 4.45001 -0.37969 1.51472 -0.1 0.4 -0.6
H 2.51851 1.30532 1.14539 0.2 -0.1 -0.1
H 2.14285 3.49068 0.59370 0.5 -0.5 -0.2
H 2.55529 0.40640 -1.34826 0.0 0.2 -0.1
H 3.05533 3.14123 -1.50910 -0.3 -0.5 -0.1
H 0.49353 0.73385 -0.00029 0.0 0.3 0.0
H 0.34595 3.35507 -1.16366 0.1 -0.5 0.3
H -1.07590 0.99170 -1.87985 0.1 -0.1 0.1
H 0.15046 1.80482 -2.84145 0.2 -0.3 0.0
H 1.17734 -2.74456 -2.30339 0.5 -0.7 0.0
H -2.25842 -2.19042 -2.32098 -0.8 -0.1 0.1
C -2.70713 -4.36103 0.41788 -0.2 0.4 0.5
N -2.43620 -3.00094 0.87637 1.0 0.2 -0.5
C -3.09415 -2.39320 1.86974 -1.3 -0.3 0.5
O -4.02830 -2.92138 2.46327 0.2 0.0 0.0
C -2.67518 -0.96554 2.22972 0.2 0.1 -0.7
N -2.52307 -0.10043 1.05559 0.9 -0.9 1.3
C -3.47011 0.62098 0.46028 -1.1 0.8 -0.7
C -4.86211 0.67662 1.05678 0.3 -0.2 0.0
O -3.22225 1.23777 -0.56379 0.3 0.2 -0.5
H -1.92294 -4.68836 -0.26586 0.0 0.2 0.1
H -3.67353 -4.39605 -0.08781 0.0 -0.1 0.0
H -2.73925 -5.03650 1.27543 -0.1 0.0 -0.1
H -1.66976 -2.49187 0.44272 -0.1 -0.2 -0.1
H -3.40519 -0.54967 2.92389 0.0 -0.2 -0.1
H -1.71635 -1.02110 2.74394 0.1 0.1 0.0
H -1.63846 -0.13651 0.56759 -0.1 0.0 -0.1
H -5.26940 -0.33012 1.13539 -0.1 0.0 0.2
H -4.81277 1.13546 2.04181 -0.1 -0.1 0.2
H -5.50000 1.27680 0.40978 0.2 -0.1 0.0
```
Positions in Å, forces in eV/Å.

The calculation puts the HOMO energy at -9.1615 eV. The calculation puts the HOMO-LUMO gap at 9.3 eV. As for the SMILES: O=C(O)[C@@H](O)[C@@H](O)[C@H](O)[C@@H](O)COP(=O)(O)O.CNC(=O)CNC(C)=O.

Results of the natural (NBO) charge analysis, in e, for atoms 1 through 2: O -0.611; C 0.782

In the order shown, the computed energy values come out to -340.59535; -1619.84023; -1786.86815 a.u..
In the order shown, the computed relative energy (zero: lowest compared OMol25 entry of this formula, charge and spin) values come out to 523.9; 0.0; 0.0 kJ/mol.